## A
# C42H104N8O2

A cluster of 8 separate species, C42H104N8O2 in total (wB97M-V/def2-TZVPD, the OMol25 dataset).

Positions of all 156 atoms, in Å:
O  2.159  2.104  -1.965
O  5.775  6.167  -6.121
N  5.181  -0.773  1.406
N  4.663  5.102  -4.334
N  2.411  -3.619  -2.089
N  -2.607  3.069  -2.234
N  -2.956  -5.119  -1.166
N  -4.624  4.852  1.872
N  -0.800  -1.041  3.898
N  0.679  0.642  -1.156
C  -4.672  3.387  2.108
C  1.555  -4.385  -1.163
C  -4.174  1.453  -1.273
C  0.110  -2.102  4.320
C  -1.816  5.107  -0.763
C  -3.572  -6.441  -0.934
C  -2.234  -4.879  -2.356
C  -0.351  -3.487  3.899
C  2.334  -3.858  -3.564
C  -3.851  2.946  -1.555
C  -2.441  2.414  -3.526
C  -2.591  -7.624  -0.718
C  -2.298  -4.758  0.083
C  -5.828  6.656  0.789
C  -3.234  2.765  2.228
C  1.559  -3.893  0.327
C  -3.110  -4.797  -3.549
C  7.463  -1.205  0.545
C  1.006  1.839  -1.547
C  3.558  5.190  -3.354
C  5.492  -2.489  3.341
C  3.835  -3.591  -1.685
C  4.289  1.581  1.826
C  -0.305  0.280  4.354
C  -2.529  -1.395  5.815
C  6.522  -0.346  1.358
C  -4.087  5.663  3.002
C  -2.086  4.448  -2.141
C  4.603  -4.903  -1.919
C  -2.427  -3.187  0.203
C  5.767  4.177  -4.104
C  4.799  5.974  -5.364
C  -0.549  0.609  -0.404
C  -5.891  5.207  1.304
C  5.059  -2.170  1.885
C  1.592  -0.546  -1.345
C  -3.255  2.890  -4.745
C  0.801  0.767  3.400
C  -2.279  -1.182  4.319
C  4.210  0.090  2.078
C  2.778  -2.721  -4.419
C  -5.147  5.879  4.097
H  6.184  -3.329  3.277
H  3.180  -0.246  1.952
H  0.298  2.648  -1.307
H  -3.461  -1.944  5.946
H  3.914  6.624  -5.444
H  -2.545  -2.876  1.241
H  7.602  -2.180  1.013
H  -1.490  -5.660  -2.517
H  2.811  -4.809  -3.800
H  -0.911  1.482  0.139
H  5.159  1.904  2.397
H  -1.066  1.060  4.392
H  -1.330  4.420  -0.070
H  -3.916  -5.520  -3.671
H  3.999  -2.414  1.953
H  2.802  -3.014  -5.468
H  6.814  -0.232  2.402
H  -4.306  -6.821  -1.645
H  1.051  -4.579  1.005
H  -6.273  4.474  0.593
H  2.154  -1.861  -4.173
H  0.422  0.695  2.380
H  -2.877  -0.419  3.821
H  6.342  4.480  -3.228
H  -2.765  -5.248  0.937
H  1.757  0.252  3.494
H  -1.621  -2.596  -0.232
H  2.881  6.025  -3.539
H  -1.852  -7.318  0.023
H  -1.137  5.914  -1.037
H  8.441  -0.739  0.426
H  1.122  -1.129  -2.137
H  -1.247  -5.033  0.165
H  4.396  -0.028  3.145
H  -3.163  -8.463  -0.322
H  2.613  -3.882  0.605
H  -3.625  3.915  -4.768
H  -0.501  -3.629  2.828
H  -5.185  3.035  3.004
H  -3.357  -2.890  -0.282
H  2.876  4.347  -3.462
H  5.465  -4.823  -1.257
H  -4.659  3.427  -2.107
H  3.954  -3.220  -0.667
H  0.599  -4.090  -1.594
H  3.942  5.338  -2.345
H  6.375  4.050  -5.000
H  1.703  -1.088  -0.406
H  -4.927  1.271  -0.506
H  0.443  -2.119  5.358
H  -3.180  5.249  3.445
H  -2.631  3.152  1.407
H  4.388  1.787  0.760
H  6.137  -1.683  3.692
H  -3.728  -3.902  -3.616
H  -1.706  -1.929  6.290
H  -6.737  5.163  1.991
H  5.417  -2.839  1.102
H  -2.645  -0.444  6.335
H  -3.206  1.684  2.097
H  4.697  -2.672  4.063
H  -6.031  6.450  3.812
H  -2.655  -2.009  3.716
H  -5.483  4.854  4.253
H  -6.776  7.000  0.375
H  -1.229  -3.859  4.427
H  -4.119  2.255  -4.940
H  -4.769  0.957  -2.040
H  0.986  -2.969  0.398
H  3.818  -2.501  -4.177
H  -1.146  4.353  -2.685
H  1.281  -4.111  -3.684
H  4.369  -2.819  -2.239
H  0.082  0.213  5.370
H  -2.765  3.052  3.169
H  5.283  3.228  -3.872
H  -1.391  0.212  -0.970
H  1.063  -1.973  3.808
H  -3.367  0.773  -1.003
H  6.599  0.683  1.008
H  -1.382  2.536  -3.754
H  -3.704  6.554  2.504
H  2.466  -0.408  -1.982
H  -0.308  -0.060  0.422
H  1.657  -5.437  -1.430
H  -1.659  -3.958  -2.263
H  -2.595  1.342  -3.406
H  -5.560  7.333  1.600
H  -5.067  6.682  0.010
H  4.868  -5.042  -2.967
H  1.025  1.807  3.637
H  -2.697  2.781  -5.675
H  -2.738  5.437  -0.284
H  -2.639  -4.818  -4.532
H  -4.868  6.275  5.073
H  -2.713  5.115  -2.733
H  4.010  -5.753  -1.580
H  0.518  -4.136  4.012
H  7.080  -1.298  -0.472
H  3.349  2.087  2.045
H  -2.125  -8.059  -1.603
H  -4.223  -6.508  -0.062
H  -5.055  2.802  1.272
H  -3.767  3.458  -0.597

Values from the calculation:
Orbital gap (eV): 8.596
Highest occupied orbital energy (eV): -8.055
SMILES: CCN(CC)CC.CCN(CC)CC.CCN(CC)CC.CCN(CC)CC.CCN(CC)CC.CCN(CC)CC.CN(C)C=O.CN(C)C=O

## B
# C42H104N8O2

A cluster of 8 separate species, C42H104N8O2 in total (wB97M-V/def2-TZVPD, the OMol25 dataset).

Positions of all 156 atoms, in Å:
O  11.294  9.148  -8.107
O  10.032  6.950  -3.431
N  10.952  11.294  -7.488
N  8.270  10.119  -11.569
N  12.267  9.627  -2.333
N  7.979  14.585  -10.060
N  15.401  13.987  -9.733
N  10.744  12.655  -5.510
N  8.797  6.560  -5.289
N  6.631  10.129  -6.344
C  7.412  9.338  -10.667
C  11.433  11.964  -8.724
C  10.517  9.492  -5.959
C  7.881  10.206  -7.171
C  7.428  11.116  -12.270
C  9.918  9.369  -3.268
C  9.527  13.380  -5.555
C  9.338  10.739  -10.737
C  11.462  12.943  -2.969
C  8.044  8.065  -10.034
C  6.104  16.133  -10.683
C  11.194  6.919  -5.525
C  10.999  9.973  -7.272
C  12.771  9.888  -3.695
C  15.506  14.833  -10.923
C  9.955  6.821  -4.673
C  12.798  8.786  -0.076
C  10.144  13.463  -9.502
C  17.961  14.107  -9.300
C  13.747  12.988  -8.201
C  14.850  14.330  -12.223
C  14.064  14.121  -9.183
C  10.409  11.338  -11.645
C  7.562  6.434  -4.570
C  7.237  13.886  -8.989
C  5.134  10.442  -8.261
C  6.818  9.483  -5.023
C  13.322  8.904  -1.535
C  5.559  9.525  -7.059
C  6.722  10.473  -13.450
C  7.849  10.177  -4.139
C  9.065  13.724  -10.587
C  16.485  14.205  -8.789
C  13.160  12.503  -6.053
C  14.040  10.823  -3.675
C  11.062  8.798  -2.452
C  6.628  12.526  -9.468
C  7.173  15.082  -11.191
C  8.411  8.819  -7.531
C  10.874  12.065  -4.202
C  9.105  13.771  -6.950
C  11.925  13.300  -6.113
H  7.627  10.722  -8.096
H  6.180  11.133  -14.128
H  10.068  8.506  -6.080
H  7.638  9.920  -3.100
H  12.528  13.129  -3.102
H  11.334  7.812  -2.828
H  9.083  12.915  -7.624
H  9.743  14.516  -7.425
H  10.830  10.501  -12.204
H  7.563  5.490  -4.025
H  6.740  11.595  -11.574
H  14.906  10.290  -3.281
H  10.868  11.698  -9.618
H  6.733  14.269  -11.769
H  8.744  8.351  -9.249
H  11.398  9.399  -5.324
H  9.326  8.903  -8.117
H  14.289  9.405  -1.569
H  7.424  11.835  -9.743
H  10.983  13.923  -2.968
H  6.588  16.987  -10.209
H  4.909  11.484  -8.031
H  5.990  9.727  -13.138
H  13.802  12.015  -8.689
H  7.912  15.502  -11.875
H  15.063  15.012  -13.046
H  9.902  11.643  -3.946
H  5.422  15.633  -9.996
H  13.049  11.579  -6.622
H  12.987  8.979  -4.257
H  10.353  14.361  -8.921
H  10.049  12.566  -8.890
H  18.644  14.086  -8.450
H  13.518  7.896  -1.901
H  6.435  14.531  -8.630
H  16.545  15.039  -11.177
H  6.755  6.448  -5.303
H  13.550  12.295  -5.057
H  13.993  13.057  -6.487
H  12.459  11.653  -8.920
H  18.186  13.250  -9.934
H  13.901  11.673  -3.007
H  7.065  8.426  -5.129
H  8.710  10.758  -6.729
H  7.009  9.870  -9.805
H  16.322  13.468  -8.002
H  8.882  9.910  -4.364
H  16.319  15.217  -8.419
H  7.289  7.466  -9.526
H  11.969  7.448  -4.970
H  13.589  8.505  0.619
H  13.766  14.241  -12.149
H  10.132  9.307  -4.335
H  7.971  13.841  -8.184
H  11.919  10.349  -4.195
H  11.592  11.246  -4.240
H  9.994  12.014  -12.392
H  11.091  13.258  -10.000
H  13.975  15.128  -8.776
H  8.863  6.184  -6.224
H  7.516  10.029  -14.050
H  4.645  9.433  -6.473
H  15.261  13.337  -12.405
H  9.624  10.389  -3.021
H  8.496  7.480  -10.836
H  18.251  14.947  -9.932
H  13.336  13.972  -9.979
H  5.978  12.049  -8.734
H  11.053  7.521  -6.422
H  11.788  13.544  -7.167
H  11.367  13.051  -8.670
H  5.871  9.724  -4.540
H  9.841  10.185  -5.459
H  11.416  12.364  -2.047
H  11.592  5.930  -5.751
H  15.205  15.824  -10.584
H  5.407  16.493  -11.439
H  8.663  8.273  -6.622
H  7.476  7.241  -3.842
H  11.966  8.088  0.015
H  14.406  13.028  -7.334
H  8.694  12.811  -11.052
H  7.702  8.191  -8.071
H  8.961  11.508  -10.063
H  8.098  14.188  -6.954
H  12.445  9.785  0.181
H  5.845  8.511  -7.337
H  12.768  13.129  -7.742
H  5.880  10.369  -9.053
H  8.713  12.761  -5.177
H  14.227  11.128  -4.705
H  9.581  14.274  -4.933
H  7.771  11.255  -4.275
H  12.161  14.189  -5.528
H  8.051  11.887  -12.723
H  10.615  8.597  -1.479
H  9.875  10.004  -10.137
H  9.103  8.666  -3.097
H  11.272  11.786  -11.152
H  5.903  12.679  -10.267
H  9.542  14.332  -11.356
H  10.650  11.829  -6.687
H  6.508  9.035  -11.195
H  4.231  10.021  -8.702

Values from the calculation:
Orbital gap (eV): 8.641
Highest occupied orbital energy (eV): -8.001
SMILES: CCN(CC)CC.CCN(CC)CC.CCN(CC)CC.CCN(CC)CC.CCN(CC)CC.CCN(CC)CC.CNC(C)=O.CNC(C)=O

Most stable: A (next structure +1879.6 kJ/mol)

## A
# C5H12N2

An isolated molecule of C5H12N2 (wB97M-V/def2-TZVPD, the OMol25 dataset).

Positions of all 19 atoms, in Å:
N  -0.255  -1.772  -1.402
N  -1.105  -0.947  -0.582
C  0.601  -0.639  1.213
C  -0.422  0.030  0.265
C  0.412  1.138  -0.879
C  -1.497  0.793  1.055
C  1.679  1.235  -1.162
H  -0.281  1.959  -1.095
H  2.162  1.932  -1.834
H  2.501  0.475  -0.894
H  0.775  0.124  2.048
H  -2.353  1.159  0.399
H  1.577  -0.988  0.674
H  0.016  -1.242  -2.188
H  0.288  -1.573  1.780
H  -0.993  1.726  1.644
H  -1.836  -1.476  -0.040
H  -1.916  0.090  1.859
H  0.648  -2.025  -0.862

Values from the calculation:
Orbital gap (eV): 9.784
Highest occupied orbital energy (eV): -8.814
SMILES: C=CC(C)(C)NN

## B
# C5H12N2

An isolated molecule of C5H12N2 (wB97M-V/def2-TZVPD, the OMol25 dataset).

Positions of all 19 atoms, in Å:
N  2.542  0.483  0.897
N  -1.308  0.732  0.274
C  0.262  -0.936  -0.664
C  1.113  0.830  1.037
C  -1.207  -1.136  -1.178
C  -0.085  -0.017  0.656
C  -1.971  0.201  -0.982
H  -1.500  -2.042  -0.609
H  2.841  -0.451  1.140
H  0.945  -0.246  -1.317
H  -0.249  -0.756  1.450
H  0.969  1.938  0.625
H  -1.861  0.870  -1.874
H  3.007  1.151  1.517
H  0.705  -1.992  -0.457
H  -0.982  1.673  0.280
H  -3.018  0.047  -0.719
H  0.970  0.985  2.187
H  -1.175  -1.335  -2.261

Values from the calculation:
Orbital gap (eV): 9.737
Highest occupied orbital energy (eV): -8.670
SMILES: NC[C@@H]1CCCN1

## C
# C5H12N2

A cluster of 2 separate species, C5H12N2 in total (wB97M-V/def2-TZVPD, the OMol25 dataset).

Positions of all 19 atoms, in Å:
N  0.223  -0.802  3.564
N  -0.225  -0.794  1.287
C  0.441  0.684  -3.399
C  0.061  2.275  -1.437
C  -1.095  -1.281  0.203
C  0.916  1.589  -2.220
C  -0.022  -1.447  2.456
H  -2.129  -1.001  0.353
H  1.066  0.872  -4.290
H  1.961  1.576  -1.945
H  0.617  -0.366  -3.123
H  -1.036  2.175  -1.499
H  -0.245  0.217  1.413
H  -1.029  -2.386  0.086
H  -0.630  0.806  -3.611
H  -0.737  -0.808  -0.725
H  0.112  -1.507  4.310
H  0.399  3.211  -0.937
H  -0.142  -2.540  2.396

Values from the calculation:
Orbital gap (eV): 9.618
Highest occupied orbital energy (eV): -8.669
SMILES: [H]/N=C/NC.C=CC

Most stable: C (next structure +5.5 kJ/mol)

## A
# C5H12N2

An isolated molecule of C5H12N2 (wB97M-V/def2-TZVPD, the OMol25 dataset).

Positions of all 19 atoms, in Å:
N  0.171  0.336  1.312
N  -0.447  -0.019  -0.989
C  -0.803  -0.268  0.391
C  0.361  1.598  1.355
C  1.130  -0.145  -1.175
C  1.660  -1.523  -0.831
C  -2.229  0.179  0.708
H  0.586  2.112  2.300
H  -0.760  -1.350  0.562
H  2.698  -1.612  -1.169
H  1.231  0.020  -2.251
H  -0.723  0.926  -1.247
H  -2.942  -0.334  0.054
H  -2.365  1.256  0.559
H  1.071  -2.305  -1.316
H  1.752  0.636  -0.732
H  1.653  -1.709  0.246
H  0.446  2.255  0.478
H  -2.489  -0.053  1.746

Values from the calculation:
Orbital gap (eV): 9.430
Highest occupied orbital energy (eV): -8.525
SMILES: C=N[C@@H](C)NCC

## B
# C5H12N2

An isolated molecule of C5H12N2 (wB97M-V/def2-TZVPD, the OMol25 dataset).

Positions of all 19 atoms, in Å:
N  0.995  0.233  -0.702
N  2.680  -0.711  0.653
C  -1.223  1.003  0.263
C  -1.650  -0.498  0.630
C  -2.161  -1.461  -0.462
C  2.048  0.336  0.212
C  -0.082  1.160  -0.675
H  -2.265  1.332  -0.231
H  3.192  -0.694  1.572
H  -0.971  1.612  1.184
H  -2.616  -0.323  1.367
H  2.156  1.450  0.609
H  -3.125  -1.913  -0.309
H  0.350  2.124  -0.387
H  -0.356  1.273  -1.789
H  -1.365  -2.203  -0.636
H  0.884  -0.787  -0.668
H  -2.445  -0.740  -1.298
H  -0.761  -1.020  1.117

Values from the calculation:
Orbital gap (eV): 9.841
Highest occupied orbital energy (eV): -8.835
SMILES: [H]/N=C/NCCCC

## C
# C5H12N2

An isolated molecule of C5H12N2 (wB97M-V/def2-TZVPD, the OMol25 dataset).

Positions of all 19 atoms, in Å:
N  -0.618  1.467  1.061
N  1.419  0.458  1.783
C  -0.470  0.829  -0.249
C  -0.249  -1.230  -2.643
C  0.131  -1.481  -1.187
C  -0.712  -0.670  -0.212
C  0.266  1.214  1.928
H  1.559  -0.238  1.077
H  2.201  0.745  2.340
H  0.542  1.091  -0.583
H  -1.084  -1.869  -2.946
H  0.091  -2.542  -0.949
H  0.250  1.733  2.886
H  -1.786  -0.823  -0.385
H  -0.682  -1.100  0.796
H  -0.470  -0.183  -2.848
H  -1.127  1.370  -0.922
H  1.157  -1.153  -1.044
H  0.539  -1.541  -3.331

Values from the calculation:
Orbital gap (eV): 10.085
Highest occupied orbital energy (eV): -9.063
SMILES: CCCC/N=C\N

## D
# C5H12N2

A structure of composition C5H12N2 (wB97M-V/def2-TZVPD, the OMol25 dataset).

Positions of all 19 atoms, in Å:
N  -1.671  0.979  -0.764
N  -3.562  -0.139  0.073
C  0.186  -1.027  0.830
C  -2.239  0.093  -0.077
C  1.993  -0.028  0.038
C  1.451  1.008  -0.812
C  3.139  -0.498  0.450
H  0.324  1.044  -0.780
H  1.793  2.000  -0.499
H  -3.897  -0.874  0.669
H  -4.259  0.395  -0.436
H  0.473  -1.848  1.487
H  0.301  -1.380  -0.191
H  0.296  -0.108  1.401
H  -2.236  1.630  -1.316
H  4.076  -0.052  0.115
H  3.236  -1.343  1.121
H  1.713  0.836  -1.861
H  -1.116  -0.688  0.552

Values from the calculation:
Orbital gap (alpha / beta) (eV): 7.598 / 7.597
Highest occupied orbital energy (alpha / beta) (eV): -7.135 / -7.134

Most stable: C (next structure +128.2 kJ/mol)

## A
# C5H12N2

An isolated molecule of C5H12N2 (wB97M-V/def2-TZVPD, the OMol25 dataset).

Positions of all 19 atoms, in Å:
N  -1.028  0.984  0.409
N  -2.058  0.393  2.347
C  -2.110  0.492  1.070
C  1.222  -0.907  -0.081
C  -0.792  0.639  -0.981
C  0.174  -0.610  -1.107
C  2.367  0.092  0.082
H  1.698  -1.883  -0.384
H  -2.652  -0.348  2.706
H  0.735  -1.319  0.810
H  2.081  0.845  -0.677
H  3.362  -0.307  -0.046
H  -0.524  -1.452  -1.222
H  2.380  0.836  0.906
H  -1.723  0.268  -1.398
H  0.526  -0.520  -2.166
H  -0.219  1.281  0.924
H  -0.504  1.454  -1.660
H  -2.932  0.063  0.467

Values from the calculation:
Orbital gap (eV): 9.477
Highest occupied orbital energy (eV): -8.483
SMILES: [H]/N=C/NCCCC

## B
# C5H12N2

An isolated molecule of C5H12N2 (wB97M-V/def2-TZVPD, the OMol25 dataset).

Positions of all 19 atoms, in Å:
N  -2.356  2.352  0.608
N  1.473  -2.477  0.573
C  2.062  -1.502  -0.223
C  -0.084  -0.353  -0.724
C  1.393  -0.576  -0.910
C  -1.494  1.200  0.713
C  -0.500  1.117  -0.450
H  3.128  -1.499  -0.076
H  -0.846  1.113  1.599
H  2.068  -3.257  0.785
H  -0.324  -0.844  0.232
H  0.498  -2.694  0.481
H  -0.786  1.691  -1.334
H  1.891  0.221  -1.424
H  0.453  1.601  -0.200
H  -1.739  3.143  0.406
H  -0.864  -0.800  -1.356
H  -2.029  0.264  0.707
H  -2.758  2.740  1.457

Values from the calculation:
Orbital gap (eV): 9.104
Highest occupied orbital energy (eV): -8.015
SMILES: N/C=C\CCCN

Most stable: B (next structure +9.7 kJ/mol)